Density functional theory data (wB97M-V/def2-TZVPD) for a molecular structure, C54H49BaFGeIN10OS.

XYZ file:
```
119
Properties=species:S:1:pos:R:3:lowdin_charge:R:1
C -1.158 0.988 3.241 -0.134
H -6.348 -3.269 3.710 0.098
C -3.836 4.817 2.742 -0.135
H -2.519 6.343 2.002 0.085
C 5.188 -2.382 -1.024 -0.030
C -4.681 -2.331 2.685 -0.205
H 2.415 -0.594 5.560 0.067
H -2.223 0.979 3.394 0.100
N 3.173 0.291 -2.707 -0.077
H 1.306 2.699 0.158 0.025
H 4.871 1.683 -0.389 0.100
C 6.396 -1.492 -2.907 -0.291
H -5.912 -4.830 -1.388 0.095
C 3.176 4.633 -0.339 -0.032
C 4.157 -0.701 -2.378 -0.128
H -4.851 -0.123 0.106 0.083
H -2.600 0.746 -0.299 -0.121
H -4.026 1.683 1.497 0.061
H -3.419 -3.423 4.036 0.147
C 5.489 4.964 -0.780 -0.290
H -3.565 -1.273 -2.093 0.130
H -1.455 -2.328 2.887 0.112
C 3.051 -1.657 0.862 -0.289
H 4.712 -0.299 0.866 0.097
C -3.747 -2.333 -1.996 -0.025
C 1.027 1.212 3.216 -0.187
N 1.265 -3.366 1.307 -0.116
S -1.132 -5.301 -2.276 0.522
C 3.228 -1.375 3.722 -0.319
H -3.830 -6.121 -1.628 0.089
N 2.927 -1.757 -0.477 -0.115
N -3.514 -2.767 3.283 0.122
C 2.317 2.353 0.004 0.094
C -4.959 -2.929 -1.757 -0.082
C -2.484 -2.156 2.620 -0.182
C 3.417 1.544 -3.161 -0.092
Ba 0.789 -2.329 -2.038 1.412
C 1.453 -4.690 1.458 -0.076
C -2.737 3.040 -3.390 -0.159
C -0.609 -4.265 0.865 -0.225
C 5.746 3.604 -0.704 -0.025
H 0.056 -6.373 1.146 0.088
C -5.191 -0.798 0.879 -0.038
C -6.025 -2.590 2.931 -0.039
H 4.175 -0.640 5.504 0.066
I 1.671 -2.829 -5.173 -0.477
H -1.124 0.026 1.370 0.074
C 6.324 -2.330 -1.800 -0.059
H -7.276 -0.543 0.524 0.097
C -6.937 -1.929 2.131 -0.113
C 3.378 3.235 -0.256 -0.302
C -3.829 -5.044 -1.732 -0.119
H 4.426 1.910 -3.218 0.116
H 5.137 -3.053 -0.175 0.117
C 4.696 2.750 -0.444 -0.048
H 8.497 -1.775 -3.279 0.067
N -0.618 0.472 2.127 -0.013
H -5.648 3.321 -5.103 0.083
H -4.268 5.442 3.516 0.082
C -4.247 3.502 2.584 -0.122
H 5.308 -0.040 -4.040 0.118
H -1.539 4.923 0.265 0.076
H -5.848 -2.322 -1.676 0.092
N 0.710 0.593 2.089 0.067
C -4.558 2.349 -2.044 -0.142
H 4.857 -0.054 3.276 0.105
C -4.965 3.115 -4.287 -0.135
C 4.053 -1.597 -1.278 -0.279
C 4.223 5.494 -0.600 -0.030
H -4.956 1.984 -1.101 0.074
C -0.112 1.487 3.992 -0.086
H 1.591 -2.771 3.741 0.122
C 4.024 -0.850 1.494 -0.034
C -5.439 2.624 -3.076 -0.124
N -2.625 -3.074 -2.092 -0.223
H 2.424 -5.057 1.745 0.124
C 0.261 -5.318 1.180 -0.074
H -0.173 1.994 4.939 0.075
H 0.182 1.219 -3.133 0.075
H -1.673 3.208 -3.532 0.069
H -3.213 3.709 -5.374 0.087
H -1.645 -4.310 0.570 0.092
O -1.512 -2.423 -2.307 -0.574
N -0.013 -3.087 0.945 0.047
C 2.202 -2.366 1.759 -0.152
H 3.261 -2.127 5.751 0.067
C 2.210 2.146 -3.414 -0.051
C -3.604 3.327 -4.437 -0.123
N -2.873 -1.381 1.656 0.141
C 7.592 -1.478 -3.811 -0.069
H 6.754 3.238 -0.849 0.112
C -2.706 3.183 0.720 -0.404
H 2.063 1.427 3.420 0.094
H 2.037 3.149 -3.758 0.093
H -6.502 2.455 -2.939 0.085
C -2.310 4.509 0.909 -0.151
H 2.176 5.022 -0.202 0.112
C -4.257 -1.459 1.676 -0.229
Ge -1.808 2.069 -0.729 0.834
C -2.860 5.319 1.891 -0.126
H 2.466 1.284 0.050 0.051
C -3.688 2.710 1.590 -0.161
C 5.295 -0.692 -3.175 0.006
F 6.526 5.814 -1.042 0.014
C -3.180 2.540 -2.167 -0.400
H 4.075 6.564 -0.663 0.109
C 3.272 -1.177 5.209 -0.075
C 1.256 1.170 -3.079 -0.163
H -7.996 -2.095 2.287 0.090
C 4.101 -0.715 2.863 -0.071
C -2.578 -4.446 -2.021 -0.744
C -6.526 -1.042 1.122 -0.101
H 7.165 -2.970 -1.554 0.103
H 7.762 -0.485 -4.229 0.070
H -5.009 3.088 3.238 0.088
C 2.290 -2.209 3.128 -0.009
C -4.982 -4.320 -1.607 -0.101
N 1.852 0.076 -2.658 -0.098
H 7.465 -2.166 -4.650 0.078
```

Properties
LUMO energy (spin up / spin down) ... 3.70 / 3.70 eV
Multiplicity ... 2
Charge ... -2
⟨S²⟩ ... 0.79



Density functional theory data (wB97M-V/def2-TZVPD) for a gas-phase ion, C6H8ClN2 (charge +1) in a non-equilibrium geometry.

XYZ file:
```
17
Properties=species:S:1:pos:R:3:lowdin_charge:R:1
H 2.584 1.371 1.066 0.166
H -1.798 1.768 -1.700 0.094
N 1.419 -0.328 0.281 0.127
C -0.569 1.736 0.207 -0.208
H 2.302 -0.869 0.434 0.200
C 0.324 -0.958 -0.030 -0.076
H -0.224 1.271 -2.139 0.145
C -1.073 0.295 -0.240 -0.659
Cl -2.504 -0.402 0.384 0.779
H -0.420 -2.866 -0.711 0.177
C 0.014 -2.342 0.287 -0.021
H 0.886 -2.864 0.504 0.067
H -1.395 2.273 0.682 0.143
N 0.692 1.926 0.719 0.119
C -0.969 1.277 -1.301 -0.033
C 1.609 1.029 0.594 -0.112
H -0.877 -2.317 0.963 0.091
```

Properties
Structure (SMILES) ... CC1=[NH+]C=N[C@H]2C[C@@]12Cl
Energy above the lowest of the compared OMol25 structures with the same formula, charge and spin ... 1.134 eV
LUMO energy (spin up / spin down) ... -5.30 / -5.30 eV
Charge ... +1



Density functional theory data (wB97M-V/def2-TZVPD) for a single BrH3P2 molecule in a non-equilibrium geometry.

XYZ file:
```
6
Properties=species:S:1:pos:R:3:lowdin_charge:R:1
H -1.214 -0.454 0.100 -0.035
H 1.604 -1.180 0.453 -0.040
Br 0.800 1.236 3.201 0.102
P -0.253 1.259 1.431 -0.187
H 0.091 -1.428 1.882 -0.070
P 0.175 -0.530 0.700 0.230
```

Properties
Structure (SMILES) ... [PH3]=PBr
Energy above the lowest of the compared OMol25 structures with the same formula, charge and spin ... 2.756 eV
LUMO energy ... -0.36 eV
Charge ... 0



Density functional theory data (wB97M-V/def2-TZVPD) for a single C4H6N2O molecule in a non-equilibrium geometry.

XYZ file:
```
13
Properties=species:S:1:pos:R:3:lowdin_charge:R:1
H -0.084 -2.081 0.723 0.091
C -0.221 -1.448 -0.155 -0.021
C -0.541 1.089 -0.743 -0.002
H -0.629 0.795 -1.788 0.092
O 2.352 -0.108 0.048 0.078
C 1.396 0.326 0.631 -0.212
H -1.218 -1.608 -0.563 0.087
N -1.076 0.430 1.209 -0.002
C -0.031 0.010 0.224 -0.517
N -1.771 1.139 0.518 0.098
H -0.192 2.112 -0.663 0.088
H 1.487 1.050 1.462 0.132
H 0.528 -1.705 -0.903 0.087
```

Properties
Structure (SMILES) ... C[C@@]1(C=O)CN=N1
Energy above the lowest of the compared OMol25 structures with the same formula, charge and spin ... 3.947 eV
LUMO energy ... 0.72 eV
Charge ... 0